Entry 1:
Formula: C4H5NS
Source: the OMol25 dataset
Level of theory: ωB97M-V/def2-TZVPD

The calculation puts the LUMO energy (alpha / beta) at -0.61 / -0.57 eV. The HOMO energy (alpha / beta) is -0.2948 / -0.3141 Ha. As for the relative energy (zero: lowest compared OMol25 entry of this formula, charge and spin): 5.6063 eV. The HOMO-LUMO gap (alpha / beta) is 7.41 / 7.98 eV.

ORCA input file:
```
! RIJCOSX wB97M-V def2-TZVPD def2/J DEFGRID3
* xyz 0 1
C 0.3987 -1.0509 0.0325
N -1.0357 -1.4398 0.0283
S -1.9635 0.0394 0.2854
C -0.8250 1.1252 -0.2568
C 0.5760 0.2695 -0.5201
C 0.5425 1.5647 0.1347
H 0.8788 -1.7975 -0.5731
H 0.7483 -1.3970 1.0831
H -1.0950 -1.5510 -0.9798
H 0.8499 1.8440 1.1612
H 0.9249 2.3934 -0.3955
*
```

***

Entry 2:
Formula: C6H12
Source: the OMol25 dataset
Level of theory: ωB97M-V/def2-TZVPD

The calculation puts the LUMO energy at 1.20 eV. The HOMO energy is -0.3525 Ha. As for the relative energy (zero: lowest compared OMol25 entry of this formula, charge and spin): 1.7497 eV. The HOMO-LUMO gap is 10.79 eV.

ORCA input file:
```
! RIJCOSX wB97M-V def2-TZVPD def2/J DEFGRID3
* xyz 0 1
C -0.6174 -1.7901 0.9112
C -1.6381 -0.9684 1.1400
C -1.5086 0.5159 1.3253
H -0.7614 -2.8609 0.7915
H 0.4023 -1.4143 0.8363
H -2.6464 -1.3795 1.2087
H -0.4767 0.8423 1.1563
H -1.8006 0.8114 2.3406
H -2.1617 1.0613 0.6328
C 2.3536 0.8456 -0.3539
C 1.5793 0.1416 -1.1767
C 0.2587 0.6010 -1.7198
H 2.0660 1.8403 -0.0174
H 3.3037 0.4613 0.0073
H 1.9088 -0.8493 -1.4925
H -0.5329 -0.1103 -1.4536
H 0.2856 0.6678 -2.8140
H -0.0142 1.5843 -1.3224
*
```

***

Question: Among the records above, which one has the highest relative energy (zero: lowest compared OMol25 entry of this formula, charge and spin)?
Answer: C4H5NS

***

Question: Number 1 is which compound?
Answer: C4H5NS

***

Question: Number 1 is which compound?
Answer: C4H5NS

***

Question: The lowest relative energy (zero: lowest compared OMol25 entry of this formula, charge and spin) belongs to which entry?
Answer: C6H12